[1]
Here is a molecular structure, CH2BrF2P in a non-equilibrium geometry from the OMol25 dataset. Energies are from ωB97M-V/def2-TZVPD.

XYZ file:
```
7
Properties=species:S:1:pos:R:3:forces:R:3
C -1.2249 1.0261 0.5475 -0.47 -1.89 0.14
F -1.7909 1.9701 -0.1355 0.10 0.79 -0.69
F -1.9171 0.9318 1.6482 0.39 0.40 1.83
P -0.2746 -0.3118 0.0068 0.23 0.79 2.76
Br -1.0120 -0.0141 -1.9012 -0.26 -0.09 -4.05
H 3.4853 -1.8749 0.0662 -2.09 0.41 -0.84
H 2.7343 -1.7272 -0.2320 2.10 -0.41 0.84
```
Positions in Å, forces in eV/Å.

Summary:
Relative energy (zero: lowest compared OMol25 entry of this formula, charge and spin) ... 54.5 kcal/mol
Orbital gap ... 8.2 eV
Net charge ... 0
2S+1 ... 1
HOMO level ... -8.73 eV
DFT total energy ... -85832.941 eV
LUMO level ... -0.52 eV

[2]
Here is a single C3H4N2OS molecule in a non-equilibrium geometry from the OMol25 dataset. Energies are from ωB97M-V/def2-TZVPD.

XYZ file:
```
11
Properties=species:S:1:pos:R:3:forces:R:3
C 0.6503 0.1104 0.3178 0.83 -2.36 -2.50
C 2.0170 -0.4927 0.0671 -0.24 -0.79 -0.02
C 3.1041 -0.9036 -0.3066 -0.70 0.01 1.35
H -2.5836 0.5627 0.3652 0.91 -2.89 -1.19
H -0.3543 -1.9321 0.2755 0.48 4.07 1.32
H 0.0144 3.0118 -0.0838 -3.00 -3.89 -0.01
H 4.1171 -1.3305 -0.3173 -1.13 0.54 -0.34
N -0.5492 -0.8175 0.5473 2.54 -2.11 -0.78
N 0.7973 1.3406 -0.0286 -2.91 -0.74 1.15
O -0.4954 2.0099 -0.0658 3.99 4.36 -0.01
S -2.0998 -0.7711 -0.2384 -0.77 3.80 1.03
```
Positions in Å, forces in eV/Å.

Summary:
Relative energy (zero: lowest compared OMol25 entry of this formula, charge and spin) ... 163.0 kcal/mol
Orbital gap ... 8.9 eV
Net charge ... 0
2S+1 ... 1
HOMO level ... -8.68 eV
Structure (SMILES) ... C#C/C(=N/O)NS
DFT total energy ... -19031.982 eV
LUMO level ... 0.18 eV

[3]
Here is a molecular structure, CHNO4S in a non-equilibrium geometry from the OMol25 dataset. Energies are from ωB97M-V/def2-TZVPD.

XYZ file:
```
8
Properties=species:S:1:pos:R:3:forces:R:3
C 0.2465 -0.1367 -0.5041 0.03 2.11 -0.02
N 1.3495 -1.6871 2.1181 0.91 -0.87 0.33
O 0.8533 -1.2141 -0.0832 0.65 -2.94 0.38
O 2.1132 -2.5478 2.0223 2.53 1.79 2.90
O 0.9367 -3.6696 0.7676 -0.74 -0.97 -1.96
O -0.5839 0.5218 0.0572 0.05 -0.80 -0.50
S 0.1478 -2.4784 0.8533 -2.89 0.80 -0.48
H 0.8488 0.0988 -1.3834 -0.56 0.88 -0.64
```
Positions in Å, forces in eV/Å.

Summary:
Relative energy (zero: lowest compared OMol25 entry of this formula, charge and spin) ... 64.8 kcal/mol
Orbital gap ... 9.0 eV
Net charge ... 0
2S+1 ... 1
HOMO level ... -9.93 eV
DFT total energy ... -21563.829 eV
LUMO level ... -0.95 eV

[4]
Here is a molecular structure, C5H8N2O in a non-equilibrium geometry from the OMol25 dataset. Energies are from ωB97M-V/def2-TZVPD.

XYZ file:
```
16
Properties=species:S:1:pos:R:3:forces:R:3
C -0.1251 0.4656 1.1431 5.62 2.37 0.08
C -1.4269 0.0749 0.8895 -3.66 -4.49 -0.99
C 0.3952 0.6739 -1.3453 -2.41 4.97 -2.71
C 0.8577 -0.5926 -1.9102 1.52 0.62 3.92
C 0.8547 -1.1118 -0.4776 -0.77 -1.07 0.50
H 1.1830 1.0391 2.3866 2.45 0.35 -0.16
H -1.8506 -0.2241 1.9251 -0.92 0.75 -1.62
H -0.7529 0.8597 -1.2970 2.31 -0.33 -1.12
H 0.8377 1.5741 -2.0680 -0.60 -1.37 2.76
H 1.8467 -0.5696 -2.2270 2.21 0.67 -0.23
H 0.4412 -0.9152 -2.7271 -3.42 -2.60 -3.89
H 1.7616 -1.6452 -0.1941 -0.17 -0.01 0.28
H -0.0875 -1.6593 -0.2026 1.27 0.19 -0.24
N 0.2568 0.7551 2.3458 -3.50 -0.87 -1.84
N 0.7856 0.3284 0.0062 1.08 -0.63 1.44
O -1.7512 -0.3880 -0.2321 -1.01 1.44 3.81
```
Positions in Å, forces in eV/Å.

Summary:
Relative energy (zero: lowest compared OMol25 entry of this formula, charge and spin) ... 112.1 kcal/mol
Orbital gap ... 7.8 eV
Net charge ... 0
2S+1 ... 1
HOMO level ... -8.84 eV
DFT total energy ... -10337.867 eV
LUMO level ... -1.03 eV

[5]
Here is a gas-phase ion, C3H4ClF2N3 (charge +2) in a non-equilibrium geometry from the OMol25 dataset. Energies are from ωB97M-V/def2-TZVPD.

XYZ file:
```
13
Properties=species:S:1:pos:R:3:forces:R:3
C 1.1102 -0.9193 0.0200 -0.53 0.59 -0.02
C 0.9152 1.4916 -0.0017 -2.87 0.66 0.02
C -1.0627 0.0662 -0.0143 0.88 1.33 -0.13
N -0.2324 -1.0215 0.0407 -0.03 -1.48 0.01
N 1.6538 0.3141 0.0016 0.62 -0.67 -0.04
N -2.3531 -0.1069 -0.0203 1.34 0.32 0.10
F 0.8696 2.2032 -1.0649 0.31 -0.76 0.92
F 0.7389 2.1447 1.0874 0.47 -0.66 -0.89
Cl 2.0864 -2.2668 -0.0087 -0.40 0.55 0.06
H -2.8087 -1.0200 0.0617 0.04 0.14 -0.05
H -0.6204 -1.9727 0.0434 0.33 0.05 0.01
H 2.6811 0.3893 -0.0653 -0.31 0.02 -0.01
H -2.9780 0.6980 -0.0798 0.16 -0.09 0.01
```
Positions in Å, forces in eV/Å.

Summary:
Relative energy (zero: lowest compared OMol25 entry of this formula, charge and spin) ... 24.7 kcal/mol
Orbital gap (alpha / beta) ... 9.7 / 9.7 eV
Net charge ... +2
2S+1 ... 1
HOMO level (alpha / beta) ... -20.23 / -20.23 eV
DFT total energy ... -25582.371 eV
LUMO level (alpha / beta) ... -10.53 / -10.53 eV

[6]
Here is 2 unconnected molecules or ions with the total composition C4H12N2O in a non-equilibrium geometry from the OMol25 dataset. Energies are from ωB97M-V/def2-TZVPD.

XYZ file:
```
19
Properties=species:S:1:pos:R:3:forces:R:3
C 1.6931 -0.7932 -1.7347 1.80 3.45 3.04
C 0.5927 -1.2054 -0.8483 -0.50 -2.46 0.23
C 0.7986 -1.1601 0.6421 1.89 -1.77 1.42
N 0.3046 -0.0152 1.3566 -1.97 2.35 -0.44
C 0.3743 1.2553 0.6724 0.29 -0.83 1.11
N -0.5827 2.1142 0.5081 1.59 -1.19 0.86
H 1.7020 -1.2021 -2.6456 -1.28 -0.82 -4.11
H 1.7377 0.3540 -1.6974 0.48 -1.63 -0.66
H 2.6615 -1.2307 -1.4970 0.35 0.38 1.24
H 0.4237 -2.2568 -1.0753 -0.47 -0.18 -0.10
H -0.2810 -0.6797 -1.1065 -1.33 0.54 -0.43
H 0.5269 -2.1314 1.2097 -0.27 1.68 -1.06
H 1.8928 -1.2091 0.7760 0.02 0.27 0.10
H -0.5721 -0.1420 1.8617 0.11 -0.09 -0.44
H 1.4612 1.3062 0.4480 -0.57 0.98 -0.54
H -0.2279 3.0495 0.2558 -0.06 -0.79 -0.26
H -1.8541 0.2360 -0.2076 -3.37 -0.75 -0.17
H -3.2485 0.8113 0.2028 0.70 -1.83 -1.01
O -2.8785 -0.0222 -0.2459 2.59 2.68 1.21
```
Positions in Å, forces in eV/Å.

Summary:
Relative energy (zero: lowest compared OMol25 entry of this formula, charge and spin) ... 58.3 kcal/mol
Orbital gap ... 10.4 eV
Net charge ... 0
2S+1 ... 1
HOMO level ... -9.43 eV
Structure (SMILES) ... [H]/N=C/NCCC.O
DFT total energy ... -9368.667 eV
LUMO level ... 0.98 eV

[7]
Here is a molecular structure, C32H33AsClFeIN3O4 from the OMol25 dataset. Energies are from ωB97M-V/def2-TZVPD.

XYZ file:
```
76
Properties=species:S:1:pos:R:3:forces:R:3
Fe 0.0709 -0.3463 -0.4142 0.17 -0.30 0.04
O -1.7507 -0.5477 -0.5822 -0.06 0.00 0.01
C -2.6111 -0.5222 0.4137 0.05 -0.03 -0.01
C -3.9295 -0.1069 0.1603 0.00 -0.01 -0.02
C -4.8757 -0.1181 1.1603 0.00 0.00 0.01
C -4.5599 -0.5576 2.4503 0.00 0.00 -0.01
C -3.2798 -0.9886 2.7109 0.00 0.00 -0.01
C -2.2904 -0.9698 1.7163 0.02 0.00 0.00
C -0.9608 -1.4324 2.0431 0.03 0.00 -0.01
N 0.0528 -1.2333 1.2847 0.00 0.01 -0.08
N 1.2870 -1.7189 1.6909 0.04 0.02 -0.03
C 2.2097 -1.2795 0.8758 -0.07 0.09 0.08
O 1.9668 -0.5563 -0.1704 -0.02 -0.08 0.03
C 3.6281 -1.5922 1.1781 -0.01 -0.03 -0.02
C 3.9713 -2.3704 2.2814 0.00 -0.01 0.00
C 5.3027 -2.6416 2.5478 0.00 0.00 0.00
C 6.2976 -2.1361 1.7197 0.00 0.00 0.00
C 5.9580 -1.3588 0.6220 0.00 0.00 0.00
C 4.6255 -1.0875 0.3497 0.00 -0.01 -0.01
H -4.1650 0.2277 -0.8427 -0.01 -0.02 0.03
H -5.8817 0.2177 0.9411 -0.01 0.00 0.00
H -5.3122 -0.5673 3.2267 0.00 0.00 0.00
H -3.0148 -1.3472 3.6995 0.00 0.00 0.00
H -0.7888 -1.9650 2.9756 0.00 0.00 0.00
H 3.1861 -2.7549 2.9175 0.00 0.00 0.00
H 5.5677 -3.2479 3.4043 0.00 0.00 0.00
H 7.3375 -2.3484 1.9321 0.00 0.00 0.00
H 6.7316 -0.9630 -0.0231 0.00 0.00 0.00
H 4.3431 -0.4824 -0.5014 0.00 0.00 0.00
Cl -4.1420 1.7985 -6.2971 -0.01 0.00 0.01
C -3.3542 1.8148 -4.7407 -0.08 0.04 0.03
C -4.0326 2.3980 -3.6356 0.02 -0.04 -0.06
C -3.4484 2.4609 -2.4131 0.02 -0.17 0.09
C -2.1190 1.9334 -2.1643 0.33 0.40 -0.21
O -1.5316 2.1401 -1.0814 -0.07 -0.15 -0.47
C -1.4872 1.2909 -3.3011 -0.24 0.04 0.06
C -0.2360 0.6651 -3.2289 -0.22 -0.14 -0.29
O 0.4369 0.3225 -2.2377 0.33 0.10 0.48
C -2.1179 1.2907 -4.5791 0.02 0.02 0.07
H -5.0231 2.8070 -3.7926 0.01 0.02 -0.01
H -3.9526 2.9329 -1.5789 -0.01 0.01 0.00
H 0.2050 0.3995 -4.2041 0.01 0.05 0.01
H -1.6014 0.8458 -5.4220 0.00 0.00 0.01
C -2.3421 3.0891 1.3202 -0.20 -0.04 0.12
C -1.1750 2.3855 1.9954 -0.03 0.03 -0.02
As 0.2707 1.7026 0.8745 -0.11 -0.05 -0.12
C 0.9937 3.2461 -0.0598 0.06 -0.06 0.04
C 2.2964 2.9015 -0.7749 0.01 0.01 0.02
C 1.6495 1.5930 2.2750 0.01 -0.02 0.01
C 1.2469 0.9732 3.6099 0.03 0.01 -0.01
H -3.0117 3.4817 2.0877 -0.01 0.03 0.08
H -2.9015 2.4086 0.6784 0.09 0.14 0.20
H -2.0075 3.9164 0.6964 -0.01 -0.01 0.00
H -1.5241 1.5357 2.5853 -0.01 0.01 -0.01
H -0.6663 3.0633 2.6874 0.00 0.01 -0.01
H 1.1495 4.0208 0.6964 -0.03 -0.01 -0.02
H 0.2306 3.5759 -0.7548 -0.07 0.04 -0.07
H 3.0646 2.5581 -0.0782 -0.02 0.01 -0.01
H 2.6880 3.7780 -1.2936 0.00 0.00 0.00
H 2.1373 2.1118 -1.5085 0.00 -0.02 -0.02
H 1.9470 2.6339 2.4267 0.02 0.01 0.02
H 2.5140 1.0802 1.8534 0.01 -0.01 0.02
H 0.3895 1.4808 4.0526 0.00 -0.01 0.00
H 2.0737 1.0565 4.3177 0.00 -0.01 0.01
H 1.0140 -0.0848 3.5104 -0.01 -0.02 0.00
I -2.0709 -5.8484 -1.3292 0.00 0.00 0.00
C -0.6034 -4.4299 -1.7262 -0.01 0.00 0.00
C 0.4775 -4.7216 -2.5411 0.00 0.00 0.00
C 1.4201 -3.7308 -2.7631 0.00 0.00 0.00
C 1.2528 -2.4959 -2.1640 -0.01 0.01 -0.01
N 0.2078 -2.2265 -1.3806 -0.02 0.09 0.07
C -0.7076 -3.1682 -1.1647 0.00 0.00 -0.02
H 0.5815 -5.6989 -2.9924 0.00 0.00 0.00
H 2.2794 -3.9123 -3.3930 0.00 0.00 0.00
H 1.9569 -1.6874 -2.2971 0.01 0.00 0.00
H -1.5433 -2.8933 -0.5373 -0.01 0.01 0.02
```
Positions in Å, forces in eV/Å.

Summary:
Relative energy (zero: lowest compared OMol25 entry of this formula, charge and spin) ... 1.5 kcal/mol
Orbital gap (alpha / beta) ... 7.2 / 7.0 eV
Net charge ... 0
2S+1 ... 2
HOMO level (alpha / beta) ... -7.28 / -7.28 eV
<S²> ... 0.7774
DFT total energy ... -162229.488 eV
LUMO level (alpha / beta) ... -0.08 / -0.25 eV

[8]
Here is a molecular structure, C10H14F6KO6 in a non-equilibrium geometry from the OMol25 dataset. Energies are from ωB97M-V/def2-TZVPD.

XYZ file:
```
37
Properties=species:S:1:pos:R:3:forces:R:3
K 0.5966 -1.9123 0.2858 1.07 0.96 0.41
O 2.3763 -0.0806 1.2018 -1.17 -0.99 -0.61
C 2.5895 1.2617 1.3967 -0.61 -0.13 -0.61
C 4.0854 1.7369 1.6251 1.03 -0.96 0.79
O 5.0608 0.8090 1.5160 -0.16 -0.02 -0.36
H 1.9620 1.6519 2.2350 0.20 0.02 0.09
H 2.1786 1.8336 0.5161 0.18 0.25 -0.11
H 4.0671 2.1224 2.6864 -0.09 0.48 -0.12
H 4.3173 2.5991 0.9485 -0.54 0.40 -0.01
C 1.0248 1.8012 -2.1490 -0.46 0.56 -0.77
C 2.1071 0.7760 -1.9615 0.18 0.33 1.39
O 2.2539 -0.0286 -3.1665 0.53 -0.10 -0.29
C 1.5818 -1.1231 -3.3103 -0.24 0.78 -0.06
O 0.7792 -1.5941 -2.5498 -0.36 -0.64 0.44
C 1.8519 -1.7840 -4.6827 0.35 -0.93 0.72
F 2.5851 -2.9099 -4.4683 -0.17 0.39 -0.12
F 0.7152 -2.1679 -5.2596 -0.28 0.06 -0.06
F 2.5092 -1.0127 -5.5160 0.28 0.33 -0.41
H 0.5959 2.0792 -1.1916 0.01 -0.08 0.13
H 0.2324 1.4196 -2.8065 -0.03 -0.14 0.28
H 1.3521 2.7270 -2.6307 0.25 -0.12 0.05
H 1.9149 0.2189 -1.0304 0.12 -0.55 -0.37
H 3.0901 1.1916 -1.7501 0.01 0.11 -0.37
C -4.1813 -2.0125 0.3412 -0.98 -0.20 -0.15
C -3.1725 -1.5869 1.3521 0.67 -0.69 0.63
O -3.7989 -0.6519 2.2489 -0.43 -0.09 -0.41
C -2.9548 0.0425 2.9868 -0.78 0.60 0.23
O -1.7792 -0.0093 2.9460 1.49 -0.09 0.04
C -3.6771 0.9665 3.9938 -0.81 -0.40 0.05
F -5.0187 0.9065 3.8383 0.35 0.13 0.07
F -3.3951 0.5277 5.2245 0.03 0.07 0.11
F -3.3084 2.2338 3.8986 0.17 -0.03 -0.15
H -4.6193 -1.1617 -0.1803 0.18 0.02 -0.10
H -5.0066 -2.5217 0.8486 0.03 0.14 0.04
H -3.8180 -2.7389 -0.3836 0.38 0.18 -0.02
H -2.2374 -1.1727 0.9742 -0.31 0.34 -0.28
H -2.8600 -2.4363 1.9728 -0.07 0.00 -0.09
```
Positions in Å, forces in eV/Å.

Summary:
Relative energy (zero: lowest compared OMol25 entry of this formula, charge and spin) ... 0.0 kcal/mol
Orbital gap ... 2.1 eV
Net charge ... -1
2S+1 ... 1
HOMO level ... -0.86 eV
DFT total energy ... -55509.626 eV
LUMO level ... 1.21 eV

Question: Which value of net charge does entry 6 give?
Answer: 0

Question: Look up the DFT total energy of the third one.
Answer: -21563.829 eV

Question: Which of these has the highest 2S+1?
Answer: C32H33AsClFeIN3O4